Here is C15H27F7LiO12P as an isolated structure at a distorted geometry from OMol25. Energies are from the ωB97M-V functional and the def2-TZVPD basis.

Properties
Relative energy (zero: lowest compared OMol25 entry of this formula, charge and spin) ... 0.0 kJ/mol
Calculated total energy ... -2538.73637 Eh
E_LUMO ... -1.7 eV

Last column: natural (NBO) charge in e.
CARTESIAN COORDINATES (ANGSTROEM)
1 Li 1.38 0.92 0.28  0.99
2 P 4.86 3.66 0.28  2.60
3 F 5.99 2.97 -0.66  -0.59
4 F 5.23 5.06 -0.41  -0.60
5 F 3.84 3.22 -0.90  -0.61
6 F 3.69 4.39 1.11  -0.60
7 F 4.51 2.28 1.08  -0.61
8 F 5.90 4.25 1.35  -0.59
9 C -1.50 6.50 3.30  -0.64
10 C -2.18 5.27 2.68  -0.06
11 O -2.51 4.29 3.66  -0.50
12 C -1.59 3.38 4.07  1.00
13 O -0.59 3.05 3.41  -0.67
14 O -1.91 2.82 5.23  -0.49
15 C -1.18 1.70 5.71  -0.26
16 H -0.50 6.31 3.69  0.23
17 H -2.01 6.81 4.22  0.21
18 H -1.47 7.33 2.59  0.22
19 H -1.61 4.86 1.85  0.20
20 H -3.15 5.46 2.23  0.19
21 H -1.43 1.50 6.75  0.20
22 H -0.12 1.93 5.67  0.20
23 H -1.30 0.69 5.30  0.19
24 C -3.23 -2.61 2.09  -0.64
25 C -2.09 -3.46 1.32  -0.07
26 O -1.21 -4.14 2.20  -0.49
27 C 0.01 -3.71 2.38  0.99
28 O 0.45 -2.56 2.13  -0.70
29 O 0.71 -4.74 2.80  -0.49
30 C 2.06 -4.62 3.14  -0.26
31 H -3.77 -3.09 2.91  0.22
32 H -3.98 -2.25 1.39  0.22
33 H -2.72 -1.77 2.55  0.21
34 H -1.55 -2.96 0.53  0.20
35 H -2.52 -4.36 0.89  0.19
36 H 2.39 -5.53 3.64  0.21
37 H 2.00 -3.84 3.90  0.19
38 H 2.69 -4.26 2.33  0.20
39 C 0.32 -5.24 -3.78  -0.62
40 C 0.80 -3.91 -4.16  -0.07
41 O 2.23 -3.86 -4.11  -0.48
42 C 2.85 -3.07 -3.33  1.00
43 O 2.40 -2.13 -2.62  -0.69
44 O 4.11 -3.56 -3.18  -0.51
45 C 5.10 -3.02 -2.29  -0.25
46 H 0.92 -6.03 -4.23  0.22
47 H -0.75 -5.28 -3.99  0.22
48 H 0.50 -5.31 -2.71  0.21
49 H 0.32 -3.27 -3.41  0.20
50 H 0.43 -3.58 -5.13  0.19
51 H 5.49 -2.06 -2.63  0.20
52 H 5.97 -3.68 -2.23  0.20
53 H 4.73 -2.87 -1.27  0.19
54 C -4.13 2.96 -5.08  -0.14
55 C -4.10 1.46 -5.27  0.44
56 O -3.33 1.06 -4.23  -0.49
57 C -2.68 2.16 -3.67  0.98
58 O -1.90 2.14 -2.74  -0.58
59 O -3.01 3.24 -4.32  -0.45
60 F -3.53 1.16 -6.42  -0.32
61 H -5.12 3.19 -4.70  0.19
62 H -4.05 3.60 -5.96  0.22
63 H -5.15 1.17 -5.21  0.15



Here is a 2-piece molecular cluster, C15H27FNO7 overall from OMol25. Energies are from the ωB97M-V functional and the def2-TZVPD basis.

Properties
Total charge ... -1
Relative energy (zero: lowest compared OMol25 entry of this formula, charge and spin) ... 26.3 kJ/mol
Calculated total energy ... -1269.08412 Eh
E_LUMO ... 2.5 eV

Last column: natural (NBO) charge in e.
CARTESIAN COORDINATES (ANGSTROEM)
1 C -3.85 2.53 -1.25  -0.64
2 C -3.72 1.71 -2.52  -0.05
3 O -2.41 1.75 -3.04  -0.55
4 C -1.63 0.57 -2.87  -0.09
5 C -0.74 0.66 -1.64  -0.09
6 O -1.39 0.32 -0.44  -0.56
7 C -1.16 -1.01 0.03  0.09
8 N -0.95 -0.95 1.45  -0.45
9 C 0.19 -0.13 1.82  -0.25
10 C 1.55 -0.69 1.40  0.02
11 F 2.41 0.38 1.02  -0.41
12 C -0.96 -2.26 2.16  -0.16
13 C -2.24 -2.40 3.03  -0.40
14 C -3.10 -3.65 2.84  -0.61
15 C -0.63 -3.45 1.22  0.74
16 O -1.50 -3.83 0.42  -0.78
17 O 0.54 -3.86 1.34  -0.78
18 H -3.34 2.03 -0.42  0.23
19 H -4.90 2.64 -0.99  0.19
20 H -3.42 3.52 -1.40  0.20
21 H -4.04 0.68 -2.31  0.17
22 H -4.40 2.11 -3.28  0.16
23 H -1.00 0.47 -3.75  0.19
24 H -2.27 -0.31 -2.81  0.17
25 H -0.43 1.70 -1.56  0.19
26 H 0.17 0.07 -1.80  0.18
27 H -2.02 -1.64 -0.18  0.21
28 H -0.30 -1.45 -0.51  0.14
29 H 0.18 -0.02 2.91  0.19
30 H 0.08 0.87 1.41  0.22
31 H 2.04 -1.23 2.21  0.17
32 H 1.49 -1.37 0.56  0.19
33 H -0.12 -2.22 2.85  0.19
34 H -2.86 -1.52 2.87  0.20
35 H -1.94 -2.37 4.08  0.18
36 H -4.01 -3.55 3.44  0.18
37 H -2.59 -4.56 3.16  0.20
38 H -3.41 -3.76 1.80  0.24
39 C 4.77 2.82 0.47  -0.62
40 C 4.19 1.75 -0.40  0.03
41 C 5.12 1.16 -1.44  -0.09
42 O 4.20 0.73 -2.46  -0.50
43 C 3.09 1.52 -2.37  0.97
44 O 2.19 1.51 -3.14  -0.58
45 O 3.15 2.28 -1.25  -0.50
46 H 5.34 3.55 -0.12  0.20
47 H 3.98 3.36 0.99  0.23
48 H 5.44 2.38 1.22  0.22
49 H 3.74 0.96 0.21  0.25
50 H 5.70 0.31 -1.08  0.20
51 H 5.78 1.91 -1.87  0.17



Here is a 5-piece molecular cluster, C15H27FO15 overall at a distorted geometry from OMol25. Energies are from the ωB97M-V functional and the def2-TZVPD basis.

Properties
SMILES ... O=C1OC[C@@H](F)O1.COC(=O)OC.COC(=O)OC.COC(=O)OC.COC(=O)OC
Relative energy (zero: lowest compared OMol25 entry of this formula, charge and spin) ... 289.4 kJ/mol
Calculated total energy ... -1816.15132 Eh
E_LUMO ... 0.0 eV

Last column: natural (NBO) charge in e.
CARTESIAN COORDINATES (ANGSTROEM)
1 C 16.74 13.10 12.95  -0.26
2 O 17.88 13.58 12.24  -0.52
3 C 18.94 14.13 12.98  0.99
4 O 18.99 14.32 14.17  -0.64
5 O 19.82 14.55 12.10  -0.49
6 C 21.02 15.18 12.52  -0.27
7 H 15.91 12.71 12.35  0.21
8 H 16.43 13.96 13.54  0.19
9 H 16.99 12.32 13.66  0.18
10 H 20.86 16.01 13.21  0.19
11 H 21.51 15.61 11.65  0.21
12 H 21.67 14.59 13.17  0.20
13 C 22.90 9.16 12.15  -0.25
14 O 24.33 9.03 11.95  -0.50
15 C 25.18 9.87 12.47  0.99
16 O 24.93 10.69 13.33  -0.65
17 O 26.45 9.47 12.15  -0.51
18 C 27.54 10.13 12.84  -0.26
19 H 22.68 10.21 11.95  0.19
20 H 22.72 8.93 13.20  0.20
21 H 22.35 8.64 11.38  0.21
22 H 27.44 11.21 12.86  0.20
23 H 28.54 9.91 12.46  0.20
24 H 27.58 9.82 13.89  0.19
25 C 27.16 16.18 3.52  -0.26
26 O 26.37 15.89 4.61  -0.47
27 C 26.61 16.50 5.72  0.99
28 O 27.47 17.37 6.02  -0.65
29 O 25.83 15.84 6.66  -0.52
30 C 25.99 16.09 8.06  -0.26
31 H 28.15 16.52 3.82  0.21
32 H 26.76 16.96 2.88  0.19
33 H 27.27 15.26 2.95  0.20
34 H 25.79 17.11 8.39  0.19
35 H 26.91 15.77 8.56  0.19
36 H 25.17 15.50 8.46  0.19
37 C 23.35 18.71 18.57  -0.25
38 O 21.96 19.04 18.51  -0.52
39 C 20.97 18.40 19.19  0.99
40 O 21.12 17.77 20.28  -0.66
41 O 19.88 18.61 18.54  -0.47
42 C 18.73 17.86 18.83  -0.27
43 H 23.59 18.16 19.48  0.21
44 H 23.94 19.62 18.41  0.20
45 H 23.58 18.17 17.65  0.18
46 H 18.47 17.11 18.08  0.19
47 H 17.89 18.53 18.67  0.19
48 H 18.61 17.50 19.85  0.22
49 C 20.59 11.01 17.13  -0.13
50 C 19.74 11.89 18.08  0.44
51 O 20.35 11.61 19.38  -0.47
52 C 20.89 10.48 19.36  0.96
53 O 21.31 9.93 20.38  -0.59
54 O 20.96 9.98 18.08  -0.50
55 F 18.50 11.39 18.07  -0.32
56 H 21.48 11.46 16.71  0.20
57 H 20.07 10.54 16.30  0.22
58 H 19.76 12.96 17.89  0.18



Here is C15H27N4Pd as an isolated structure from OMol25. Energies are from the ωB97M-V functional and the def2-TZVPD basis.

Properties
Total charge ... +3
Relative energy (zero: lowest compared OMol25 entry of this formula, charge and spin) ... 0.0 kJ/mol
Calculated total energy ... -933.66415 Eh
E_LUMO ... -8.9 eV

Last column: natural (NBO) charge in e.
CARTESIAN COORDINATES (ANGSTROEM)
1 Pd -0.23 -0.07 -0.85  0.84
2 C 0.12 1.61 -3.09  -0.25
3 C 1.19 0.52 -3.06  -0.25
4 N 1.61 0.26 -1.64  -0.57
5 C 2.49 -0.94 -1.38  -0.27
6 C 1.67 -2.15 -0.98  0.21
7 C 2.10 -3.46 -1.06  -0.21
8 C 1.18 -4.47 -0.78  -0.08
9 C -0.16 -4.17 -0.55  -0.22
10 C -0.53 -2.85 -0.51  0.23
11 C -1.97 -2.35 -0.55  -0.27
12 N -2.08 -0.85 -0.52  -0.58
13 C -2.94 -0.18 -1.58  -0.24
14 C -2.10 0.42 -2.71  -0.26
15 N -1.02 1.32 -2.16  -0.61
16 N 0.41 -1.90 -0.61  -0.46
17 H -0.24 1.74 -4.11  0.25
18 H 0.55 2.56 -2.77  0.23
19 H 2.05 0.83 -3.67  0.25
20 H 0.83 -0.43 -3.46  0.22
21 H 2.10 1.08 -1.29  0.42
22 H 3.19 -0.67 -0.58  0.25
23 H 3.08 -1.16 -2.27  0.25
24 H 3.11 -3.70 -1.36  0.27
25 H 1.50 -5.51 -0.82  0.27
26 H -0.89 -4.96 -0.44  0.27
27 H -2.57 -2.78 0.25  0.26
28 H -2.40 -2.71 -1.49  0.25
29 H -2.47 -0.60 0.38  0.42
30 H -3.50 0.60 -1.08  0.23
31 H -3.66 -0.89 -1.99  0.25
32 H -2.75 0.97 -3.40  0.26
33 H -1.60 -0.37 -3.29  0.22
34 H -1.44 2.20 -1.87  0.42
35 C -0.04 3.81 4.32  -0.56
36 C 1.02 2.28 4.04  0.11
37 C 0.79 1.23 5.06  -0.68
38 C 0.08 2.67 3.08  -0.36
39 H 0.63 3.79 5.19  0.32
40 H -1.05 3.66 4.70  0.29
41 H 0.14 4.75 3.82  0.29
42 H 2.03 2.67 3.94  0.26
43 H 1.30 1.45 6.00  0.28
44 H 1.23 0.31 4.66  0.28
45 H -0.27 1.05 5.24  0.25
46 H 0.39 3.23 2.21  0.26
47 H -0.88 2.19 3.02  0.25



Which formula does entry 4 have? C15H27N4Pd



Please write out number 2 again, unchanged.
Here is a 2-piece molecular cluster, C15H27FNO7 overall from OMol25. Energies are from the ωB97M-V functional and the def2-TZVPD basis.

Properties
Total charge ... -1
Relative energy (zero: lowest compared OMol25 entry of this formula, charge and spin) ... 26.3 kJ/mol
Calculated total energy ... -1269.08412 Eh
E_LUMO ... 2.5 eV

Last column: natural (NBO) charge in e.
CARTESIAN COORDINATES (ANGSTROEM)
1 C -3.85 2.53 -1.25  -0.64
2 C -3.72 1.71 -2.52  -0.05
3 O -2.41 1.75 -3.04  -0.55
4 C -1.63 0.57 -2.87  -0.09
5 C -0.74 0.66 -1.64  -0.09
6 O -1.39 0.32 -0.44  -0.56
7 C -1.16 -1.01 0.03  0.09
8 N -0.95 -0.95 1.45  -0.45
9 C 0.19 -0.13 1.82  -0.25
10 C 1.55 -0.69 1.40  0.02
11 F 2.41 0.38 1.02  -0.41
12 C -0.96 -2.26 2.16  -0.16
13 C -2.24 -2.40 3.03  -0.40
14 C -3.10 -3.65 2.84  -0.61
15 C -0.63 -3.45 1.22  0.74
16 O -1.50 -3.83 0.42  -0.78
17 O 0.54 -3.86 1.34  -0.78
18 H -3.34 2.03 -0.42  0.23
19 H -4.90 2.64 -0.99  0.19
20 H -3.42 3.52 -1.40  0.20
21 H -4.04 0.68 -2.31  0.17
22 H -4.40 2.11 -3.28  0.16
23 H -1.00 0.47 -3.75  0.19
24 H -2.27 -0.31 -2.81  0.17
25 H -0.43 1.70 -1.56  0.19
26 H 0.17 0.07 -1.80  0.18
27 H -2.02 -1.64 -0.18  0.21
28 H -0.30 -1.45 -0.51  0.14
29 H 0.18 -0.02 2.91  0.19
30 H 0.08 0.87 1.41  0.22
31 H 2.04 -1.23 2.21  0.17
32 H 1.49 -1.37 0.56  0.19
33 H -0.12 -2.22 2.85  0.19
34 H -2.86 -1.52 2.87  0.20
35 H -1.94 -2.37 4.08  0.18
36 H -4.01 -3.55 3.44  0.18
37 H -2.59 -4.56 3.16  0.20
38 H -3.41 -3.76 1.80  0.24
39 C 4.77 2.82 0.47  -0.62
40 C 4.19 1.75 -0.40  0.03
41 C 5.12 1.16 -1.44  -0.09
42 O 4.20 0.73 -2.46  -0.50
43 C 3.09 1.52 -2.37  0.97
44 O 2.19 1.51 -3.14  -0.58
45 O 3.15 2.28 -1.25  -0.50
46 H 5.34 3.55 -0.12  0.20
47 H 3.98 3.36 0.99  0.23
48 H 5.44 2.38 1.22  0.22
49 H 3.74 0.96 0.21  0.25
50 H 5.70 0.31 -1.08  0.20
51 H 5.78 1.91 -1.87  0.17